ORCA calculation (ωB97M-V with the def2-TZVPD basis set) on C27H26N4O7 in the gas phase in a non-equilibrium geometry.

Last column: Mulliken charge in e.
Cartesian coordinates (Å):
C  2.668  -4.605  0.848  -0.76
H  3.407  -5.290  1.259  0.24
O  1.730  -4.399  1.877  -0.50
C  0.672  -3.570  1.650  -0.05
C  -0.192  -3.377  2.723  -0.51
C  -1.288  -2.546  2.600  -0.54
C  -1.539  -1.895  1.403  -0.59
C  -0.677  -2.097  0.311  0.70
C  0.423  -2.929  0.439  0.36
H  1.085  -3.073  -0.398  0.52
O  -1.015  -1.426  -0.834  -0.45
C  -0.283  -1.675  -2.008  -0.94
H  -0.758  -1.074  -2.782  0.26
H  -0.330  -2.732  -2.290  0.46
H  0.760  -1.368  -1.906  0.26
N  -2.594  -0.997  1.207  0.08
C  -3.606  -0.661  2.038  0.75
O  -3.860  -1.188  3.099  -0.66
C  -4.409  0.540  1.507  -0.86
N  -3.515  1.506  0.918  -0.23
C  -3.481  1.788  -0.409  0.07
O  -4.411  1.609  -1.168  -0.68
C  -2.135  2.296  -0.827  0.71
N  -1.164  1.675  -0.235  -0.33
N  0.104  1.942  -0.514  0.31
C  0.526  3.008  -1.310  0.51
O  1.690  3.351  -1.337  -0.68
C  -0.559  3.657  -2.051  -0.10
C  -0.255  4.648  -2.985  -0.70
C  -1.264  5.257  -3.697  -0.54
C  -2.592  4.890  -3.487  -0.56
C  -2.916  3.921  -2.565  -0.80
C  -1.902  3.293  -1.833  0.84
H  -3.940  3.624  -2.401  0.49
H  -3.375  5.373  -4.054  0.43
H  -1.028  6.023  -4.421  0.41
H  0.782  4.911  -3.129  0.51
C  1.030  1.084  0.128  0.20
C  0.837  0.734  1.452  -0.47
C  1.694  -0.133  2.103  -0.57
C  2.778  -0.658  1.412  0.08
C  2.972  -0.323  0.070  -0.08
C  2.101  0.526  -0.593  0.42
O  2.169  0.811  -1.916  -0.33
C  3.338  0.470  -2.623  -1.09
H  4.226  0.888  -2.143  0.41
H  3.220  0.912  -3.611  0.27
H  3.449  -0.616  -2.722  0.34
H  3.817  -0.764  -0.433  0.49
O  3.695  -1.513  1.929  -0.48
C  3.575  -1.895  3.282  -0.77
H  2.643  -2.437  3.463  0.23
H  4.419  -2.554  3.475  0.26
H  3.632  -1.027  3.947  0.36
H  1.504  -0.389  3.131  0.41
H  -0.003  1.154  1.983  0.35
H  -2.658  1.672  1.426  0.31
H  -5.117  0.221  0.737  0.36
H  -4.967  0.974  2.342  0.32
H  -2.529  -0.521  0.315  -0.04
H  -1.961  -2.399  3.427  0.55
H  0.009  -3.892  3.649  0.47
H  2.206  -5.063  -0.033  0.33
H  3.160  -3.670  0.564  0.22

Results
* strongest force on any atom: 1.05 eV Å⁻¹
* 2S+1: 1
* SMILES: COc1ccc(NC(=O)CNC(=O)c2nn(-c3ccc(OC)cc3OC)c(=O)c3ccccc23)c(OC)c1
* gap between HOMO and LUMO: 7.676 eV

ORCA calculation (ωB97M-V with the def2-TZVPD basis set) on 2 unconnected molecules or ions with the total composition C3H11N2OS in a non-equilibrium geometry.

Last column: Mulliken charge in e.
Cartesian coordinates (Å):
C  0.517  -1.416  0.007  -0.29
C  1.669  -0.490  -0.258  -0.95
S  1.547  0.716  -1.668  -0.71
N  -0.528  -0.663  0.717  -0.14
C  -1.746  -1.295  1.108  -0.56
N  -2.143  -1.046  2.481  -0.68
H  0.878  -2.223  0.636  0.30
H  0.080  -1.847  -0.902  0.28
H  1.898  0.105  0.629  0.27
H  2.581  -1.063  -0.457  0.30
H  -0.560  0.284  0.381  0.09
H  -2.681  -1.144  0.543  0.33
H  -1.573  -2.369  0.970  0.36
H  -2.436  -0.095  2.631  0.23
H  -1.369  -1.167  3.129  0.27
H  -0.799  2.030  -0.986  0.27
H  0.197  3.087  -0.916  0.34
O  -0.740  2.977  -0.769  -0.70

Results
* strongest force on any atom: 1.71 eV Å⁻¹
* 2S+1: 1
* net charge: -1
* gap between HOMO and LUMO: 6.768 eV
* ΔE to the lowest compared entry with this formula, charge and spin: 45.1 kJ/mol

ORCA calculation (ωB97M-V with the def2-TZVPD basis set) on a molecular structure, C33H33BClF2Ge2PPd in a non-equilibrium geometry.

Last column: Mulliken spin population.
Cartesian coordinates (Å):
Pd  0.113  -0.320  -1.216  0.21
Cl  1.455  -2.401  -1.006  0.07
C  2.826  -2.017  0.040  -0.01
C  3.593  -3.079  0.453  0.01
C  4.689  -2.827  1.278  0.04
C  4.994  -1.534  1.673  -0.01
C  4.211  -0.473  1.247  0.05
C  3.115  -0.694  0.400  0.09
P  2.127  0.684  -0.155  0.31
C  2.263  0.956  -1.909  -0.06
C  1.270  1.798  -2.479  0.09
C  1.316  2.087  -3.845  0.00
C  2.318  1.533  -4.624  0.02
C  3.285  0.695  -4.061  0.00
C  3.257  0.389  -2.713  0.03
C  2.569  2.131  0.739  0.12
C  3.210  3.196  0.085  0.04
C  3.653  4.270  0.832  -0.01
C  3.427  4.308  2.205  0.07
C  2.760  3.267  2.852  -0.01
C  2.321  2.182  2.124  0.04
H  3.352  -4.087  0.144  0.00
H  5.301  -3.656  1.609  0.00
H  5.845  -1.347  2.314  0.00
H  4.458  0.532  1.558  0.01
H  0.534  2.286  -1.844  0.00
H  0.587  2.755  -4.285  0.00
H  2.354  1.752  -5.684  0.00
H  4.067  0.284  -4.687  0.00
H  4.019  -0.248  -2.281  0.00
H  3.392  3.168  -0.981  0.00
H  4.179  5.082  0.347  0.00
H  3.772  5.159  2.779  0.00
H  2.586  3.313  3.918  0.00
H  1.813  1.365  2.623  -0.01
C  -5.773  -1.564  -0.196  0.00
Ge  -4.296  -1.413  -1.406  -0.18
C  -3.585  -3.067  -2.091  -0.02
C  -4.383  0.041  -2.658  -0.02
Ge  -1.873  -0.707  0.147  -0.20
C  -2.249  0.998  0.945  0.01
C  -3.410  1.724  0.650  0.03
C  -3.553  3.026  1.095  0.01
C  -2.539  3.628  1.835  0.04
C  -1.379  2.927  2.132  -0.01
C  -1.236  1.617  1.699  0.06
C  -1.701  -2.011  1.536  -0.02
C  -2.576  -3.095  1.654  0.03
C  -2.322  -4.097  2.577  0.00
C  -1.202  -4.023  3.396  0.02
C  -0.316  -2.962  3.274  -0.01
C  -0.562  -1.955  2.352  0.00
H  -6.600  -1.848  -0.860  -0.01
H  -6.025  -0.627  0.296  0.00
H  -5.635  -2.344  0.548  0.00
H  -4.270  -3.360  -2.894  -0.02
H  -3.570  -3.851  -1.337  0.00
H  -2.594  -2.935  -2.512  0.01
H  -5.089  -0.299  -3.425  -0.01
H  -3.425  0.233  -3.128  0.00
H  -4.770  0.953  -2.209  0.00
H  -4.222  1.274  0.090  0.03
H  -4.454  3.580  0.865  0.00
H  -2.667  4.639  2.197  0.00
H  -0.599  3.394  2.718  0.00
H  -0.344  1.066  1.972  0.02
H  -3.469  -3.161  1.044  0.02
H  -2.997  -4.939  2.658  0.00
H  -1.032  -4.785  4.145  0.00
H  0.559  -2.911  3.909  0.00
H  0.134  -1.123  2.286  0.01
F  0.763  -0.982  -3.916  -0.01
B  -0.277  -0.638  -3.225  0.12
F  -1.489  -0.915  -3.608  0.02

Results
* strongest force on any atom: 1.26 eV Å⁻¹
* 2S+1: 2
* net charge: +3
* gap between HOMO and LUMO (alpha / beta): 5.414 / 4.654 eV
* ΔE to the lowest compared entry with this formula, charge and spin: 224.8 kJ/mol

ORCA calculation (ωB97M-V with the def2-TZVPD basis set) on C4H9NO2 in the gas phase in a non-equilibrium geometry.

Last column: Mulliken charge in e.
Cartesian coordinates (Å):
C  -0.118  1.319  1.046  -0.32
O  0.557  1.922  2.120  -0.51
C  0.504  -0.077  0.959  -0.58
C  -0.247  -1.015  0.007  -0.35
C  -0.410  -0.444  -1.339  0.48
N  0.073  -1.321  -2.317  -0.41
O  -0.923  0.576  -1.683  -0.58
H  0.003  2.006  0.043  0.21
H  -1.209  1.305  1.167  0.30
H  0.102  2.717  2.443  0.30
H  0.485  -0.404  2.017  0.29
H  1.591  -0.011  0.654  0.24
H  -1.191  -1.138  0.388  0.30
H  0.206  -2.158  0.096  0.20
H  0.413  -2.248  -2.221  0.19
H  0.165  -1.029  -3.379  0.24

Results
* strongest force on any atom: 4.26 eV Å⁻¹
* 2S+1: 1
* SMILES: NC(=O)CCCO
* gap between HOMO and LUMO: 10.590 eV
* ΔE to the lowest compared entry with this formula, charge and spin: 176.9 kJ/mol

ORCA calculation (ωB97M-V with the def2-TZVPD basis set) on C8H15N in the gas phase in a non-equilibrium geometry.

Last column: Mulliken charge in e.
Cartesian coordinates (Å):
C  0.889  0.135  -0.280  0.05
C  -0.375  0.278  -1.031  0.22
C  0.304  -1.119  0.879  0.39
C  -1.520  1.091  -0.465  -1.30
C  0.310  -0.601  2.312  -1.27
C  -0.910  -2.005  0.632  -1.50
N  1.409  1.286  0.353  -0.57
C  0.167  1.117  -2.522  -0.81
C  0.842  1.571  -3.421  -0.19
H  1.661  -0.386  -0.844  0.46
H  -0.701  -0.636  -1.521  0.32
H  1.184  -1.764  0.772  0.25
H  2.365  1.172  0.667  0.22
H  1.261  2.155  -0.152  0.24
H  -2.427  0.868  -1.032  0.38
H  -1.760  0.894  0.583  0.30
H  -1.390  2.175  -0.520  0.34
H  0.282  -1.435  3.024  0.44
H  1.226  -0.056  2.555  0.33
H  -0.548  0.050  2.502  0.21
H  -0.907  -2.852  1.329  0.45
H  -1.849  -1.470  0.796  0.27
H  -0.910  -2.432  -0.373  0.37
H  1.397  1.962  -4.243  0.41

Results
* strongest force on any atom: 5.71 eV Å⁻¹
* 2S+1: 1
* SMILES: C#C[C@H](C)[C@@H](N)C(C)C
* gap between HOMO and LUMO: 9.710 eV
* ΔE to the lowest compared entry with this formula, charge and spin: 358.5 kJ/mol